(1)
DFT (ωB97M-V/def2-TZVPD) results for 2 unconnected molecules or ions with the total composition H4O2 at a distorted geometry.

Summary:
relative energy (zero: lowest compared OMol25 entry of this formula, charge and spin)	4.6	kcal per mole
orbital gap	11.51	eV
E_tot	-152.86765	Eh
E_LUMO	0.53	eV
E_HOMO	-10.979	eV

```
6
H4O2 | the Open Molecules 2025 dataset | ωB97M-V/def2-TZVPD
H 1.1337 -0.2712 1.4643
H 0.2982 0.5580 0.6744
H -1.4911 0.0310 -1.4137
H -0.4065 -0.9396 -1.0133
O 1.0681 0.6405 1.2517
O -0.6024 -0.0187 -0.9634
```

For each atom in turn, the natural (NBO) charge in e is: number 1, H, carries 0.4492; number 2, H, carries 0.4816; number 3, H, carries 0.4819; number 4, H, carries 0.4716; number 5, O, carries -0.9393; number 6, O, carries -0.9450

---

(2)
DFT (ωB97M-V/def2-TZVPD) results for 3 unconnected molecules or ions with the total composition C4H15NO3 at a distorted geometry.

Summary:
relative energy (zero: lowest compared OMol25 entry of this formula, charge and spin)	25.8	kcal per mole
orbital gap	10.23	eV
E_tot	-441.84073	Eh
E_LUMO	0.80	eV
E_HOMO	-9.424	eV

```
23
C4H15NO3 | the Open Molecules 2025 dataset | ωB97M-V/def2-TZVPD
C 2.3387 0.7210 0.3966
N 1.0355 0.2039 -0.0593
C 0.7313 0.8074 -1.3660
C 0.0722 0.5712 0.9783
C -0.7937 -0.5740 1.4382
O -1.6331 -1.1324 0.4299
H 3.0574 0.5590 -0.4153
H 2.2911 1.8329 0.6208
H 2.6431 0.2428 1.3785
H 1.5098 0.5066 -2.0937
H 0.6649 1.9368 -1.3122
H -0.2534 0.3880 -1.6313
H -0.6543 1.1972 0.3855
H 0.4355 1.2393 1.7774
H -1.4645 -0.1149 2.1796
H -0.3024 -1.3860 2.0086
H -1.0658 -1.5132 -0.2588
H -3.2497 -0.1092 -0.0255
H -4.4629 0.8275 -0.2501
O -3.5902 0.6098 -0.5962
H 0.9267 -1.5127 -0.8554
H 1.1300 -2.8662 -1.7184
O 0.6338 -2.4348 -1.0110
```

For each atom in turn, the natural (NBO) charge in e is: number 1, C, carries -0.4129; number 2, N, carries -0.4840; number 3, C, carries -0.4328; number 4, C, carries -0.2729; number 5, C, carries -0.0725; number 6, O, carries -0.7517; number 7, H, carries 0.1999; number 8, H, carries 0.1689; number 9, H, carries 0.2080; number 10, H, carries 0.2028; number 11, H, carries 0.1827; number 12, H, carries 0.2211; number 13, H, carries 0.2098; number 14, H, carries 0.2097; number 15, H, carries 0.1780; number 16, H, carries 0.1756; number 17, H, carries 0.5003; number 18, H, carries 0.4952; number 19, H, carries 0.4607; number 20, O, carries -0.9651; number 21, H, carries 0.4979; number 22, H, carries 0.4797; number 23, O, carries -0.9985

---

(3)
DFT (ωB97M-V/def2-TZVPD) results for a gas-phase ion, C5H13N2O (charge +1) at a distorted geometry.

Summary:
relative energy (zero: lowest compared OMol25 entry of this formula, charge and spin)	49.4	kcal per mole
orbital gap	9.18	eV
E_tot	-382.78284	Eh
E_LUMO	-3.18	eV
total charge	+1
E_HOMO	-12.363	eV

```
21
C5H13N2O | the Open Molecules 2025 dataset | ωB97M-V/def2-TZVPD
C -0.0327 -2.3791 0.9601
O -0.7247 -2.4490 -0.3285
C 0.6803 -1.1261 1.1630
C -0.1971 0.1857 1.1252
C -0.1547 0.9488 -0.1298
C 0.2714 2.2575 -0.1812
N 0.4655 2.9608 -1.3142
N -0.3852 0.1765 -1.3944
H -0.8552 -2.5240 1.7085
H 0.5780 -3.2142 0.9937
H -1.5398 -2.8527 -0.2882
H 1.4157 -0.8589 0.3251
H 1.3137 -1.2172 2.0345
H -1.2799 -0.0453 1.2822
H 0.0725 0.8704 2.0004
H 0.3379 2.7542 0.7426
H 0.7611 2.6732 -2.1994
H 0.5563 4.0021 -1.3213
H 0.3841 0.2799 -2.1196
H -0.4632 -0.8649 -1.1828
H -1.2041 0.4225 -1.8757
```

For each atom in turn, the natural (NBO) charge in e is: number 1, C, carries -0.0655; number 2, O, carries -0.7680; number 3, C, carries -0.4380; number 4, C, carries -0.4435; number 5, C, carries -0.0107; number 6, C, carries 0.0660; number 7, N, carries -0.8101; number 8, N, carries -0.7208; number 9, H, carries 0.1859; number 10, H, carries 0.2011; number 11, H, carries 0.4935; number 12, H, carries 0.1992; number 13, H, carries 0.2568; number 14, H, carries 0.2158; number 15, H, carries 0.2566; number 16, H, carries 0.2284; number 17, H, carries 0.3924; number 18, H, carries 0.4190; number 19, H, carries 0.4294; number 20, H, carries 0.4845; number 21, H, carries 0.4279